[1]
This record from OMol25 describes a cluster of 2 separate species, C4H11N2O in total. The level of theory is the ωB97M-V functional and the def2-TZVPD basis.

```
18
Properties=species:S:1:pos:R:3:mulliken_spin:R:1
C 2.331 0.455 0.811 0.268
C 1.245 0.096 0.088 0.073
N -0.004 0.913 0.213 1.745
N 3.627 0.169 0.452 0.018
H 2.157 1.004 1.732 -0.081
H 1.177 -0.690 -0.648 0.066
H -0.751 0.324 0.583 -0.103
H 0.148 1.671 0.911 -0.523
H -0.327 1.315 -0.712 -0.466
H 3.760 0.006 -0.530 -0.002
H 4.372 0.612 0.953 -0.006
O -2.279 -2.574 -1.130 -0.033
C -2.039 -1.412 -0.962 -0.098
C -2.921 -0.425 -0.239 0.378
H -1.067 -1.003 -1.297 -0.042
H -3.962 -0.749 -0.298 -0.002
H -2.854 0.552 -0.726 -0.131
H -2.613 -0.264 0.799 -0.060
```

Summary:
total charge	0
relative energy (zero: lowest compared OMol25 entry of this formula, charge and spin)	74.5	kcal/mol
HOMO-LUMO gap (spin up / spin down)	4.4483 / 9.4683	eV
2S+1	2
HOMO (spin up / spin down)	-3.653 / -8.750	eV



[2]
This record from OMol25 describes the molecule C4H11N2O. The level of theory is the ωB97M-V functional and the def2-TZVPD basis.

```
18
Properties=species:S:1:pos:R:3:mulliken_spin:R:1
N -0.848 -1.161 -0.710 0.009
C -1.441 0.236 -0.479 -0.017
C -0.469 1.146 -1.291 0.026
N 0.845 0.948 -0.615 0.199
C 0.884 0.853 0.800 -0.143
C 1.070 -0.533 1.128 0.692
O 0.177 -1.387 1.468 0.255
H 0.168 -1.215 -0.806 -0.007
H -1.197 -1.641 0.157 0.003
H -1.214 -1.474 -1.601 -0.003
H -1.237 0.537 0.524 -0.016
H -2.447 0.162 -0.725 0.007
H -0.454 0.864 -2.286 0.003
H -0.814 2.232 -1.356 0.005
H 1.580 1.373 -1.105 -0.093
H 0.080 1.235 1.391 0.025
H 1.689 1.373 1.248 0.050
H 2.183 -1.076 1.145 0.004
```

Summary:
total charge	0
relative energy (zero: lowest compared OMol25 entry of this formula, charge and spin)	82.3	kcal/mol
HOMO-LUMO gap (spin up / spin down)	4.2607 / 7.6048	eV
2S+1	2
HOMO (spin up / spin down)	-3.888 / -7.245	eV



[3]
This record from OMol25 describes the ion C4H11N2O with charge +1. The level of theory is the ωB97M-V functional and the def2-TZVPD basis.

```
18
Properties=species:S:1:pos:R:3:nbo_charge:R:1
N -2.218 -0.092 -1.346 -0.665
C -1.493 0.165 -0.063 -0.322
C -0.130 -0.524 -0.247 0.656
N 0.952 0.085 0.248 -0.403
C 0.861 0.859 1.480 -0.436
C 2.242 -0.498 -0.074 -0.428
O -0.143 -1.526 -0.942 -0.623
H -2.288 -1.109 -1.475 0.475
H -1.623 0.210 -2.121 0.449
H -3.099 0.417 -1.391 0.448
H -1.983 -0.354 0.758 0.253
H -1.482 1.225 0.154 0.243
H 1.786 0.787 2.034 0.244
H 0.681 1.918 1.282 0.217
H 0.150 0.456 2.200 0.212
H 3.006 0.273 -0.147 0.222
H 2.581 -1.240 0.650 0.214
H 2.199 -1.052 -0.999 0.243
```

Summary:
total charge	+1
relative energy (zero: lowest compared OMol25 entry of this formula, charge and spin)	29.8	kcal/mol
structure (SMILES)	CN(C)C(=O)C[NH3+]
HOMO-LUMO gap	10.0470	eV
HOMO	-13.669	eV



[4]
This record from OMol25 describes a cluster of 2 separate species, C4H11N2O in total. The level of theory is the ωB97M-V functional and the def2-TZVPD basis.

```
18
Properties=species:S:1:pos:R:3:nbo_charge:R:1
C 2.195 0.030 -2.483 0.349
C -0.489 0.509 0.565 0.253
C -2.477 1.680 0.933 -0.430
C 1.397 -1.089 0.968 -0.417
N -1.776 0.525 0.689 -0.523
N 0.111 -0.883 0.286 -0.626
O 1.042 -0.310 -2.140 -0.574
H 3.121 -0.181 -1.934 0.130
H 2.386 0.499 -3.365 0.142
H -3.470 1.488 1.334 0.232
H -1.934 2.302 1.609 0.254
H -2.755 1.930 -0.103 0.232
H 1.911 -1.925 0.698 0.228
H 2.088 -0.338 0.724 0.239
H 1.243 -1.256 2.075 0.237
H -2.290 -0.356 0.512 0.388
H -0.618 -1.732 0.361 0.404
H 0.318 -0.893 -0.728 0.481
```

Summary:
total charge	+1
relative energy (zero: lowest compared OMol25 entry of this formula, charge and spin)	117.2	kcal/mol
HOMO-LUMO gap	10.1056	eV
HOMO	-13.615	eV



[5]
This record from OMol25 describes the ion C4H11N2O with charge +1. The level of theory is the ωB97M-V functional and the def2-TZVPD basis.

```
18
Properties=species:S:1:pos:R:3:nbo_charge:R:1
N 1.289 2.175 0.902 -0.725
C 0.265 1.330 0.282 -0.335
C 0.367 0.036 1.247 0.648
N -0.457 -0.924 0.777 -0.577
C -1.227 -1.080 -0.569 -0.210
C -0.598 -1.844 -1.766 -0.623
O 1.526 -0.177 1.706 -0.591
H 0.985 2.372 1.866 0.438
H 1.942 1.377 1.198 0.469
H 1.820 2.987 0.489 0.464
H 0.447 1.174 -0.772 0.258
H -0.715 1.953 0.361 0.244
H -0.437 -1.724 1.344 0.409
H -1.578 -0.042 -0.770 0.202
H -2.177 -1.496 -0.208 0.230
H -0.181 -2.737 -1.398 0.230
H -1.437 -2.150 -2.370 0.248
H 0.165 -1.231 -2.320 0.221
```

Summary:
total charge	+1
relative energy (zero: lowest compared OMol25 entry of this formula, charge and spin)	63.2	kcal/mol
structure (SMILES)	CCNC(=O)C[NH3+]
HOMO-LUMO gap	10.2765	eV
HOMO	-14.234	eV



[6]
This record from OMol25 describes a structure of composition C4H11N2O. The level of theory is the ωB97M-V functional and the def2-TZVPD basis.

```
18
Properties=species:S:1:pos:R:3:nbo_charge:R:1
C -0.865 0.473 -0.168 -0.042
C 0.232 -0.959 -0.962 0.374
C 0.977 1.377 -1.890 -0.421
C -1.389 -1.894 0.881 -0.417
N 0.262 0.384 -1.049 -0.319
N -0.679 -0.935 0.031 -0.319
O 1.295 0.823 2.253 -0.974
H -0.934 1.161 0.782 0.269
H -1.735 0.723 -0.823 0.233
H 0.881 -1.639 -1.270 0.226
H 1.675 0.956 -2.552 0.239
H 0.194 1.894 -2.504 0.235
H 1.632 1.993 -1.225 0.235
H -2.425 -1.711 1.081 0.239
H -1.354 -2.936 0.304 0.238
H -0.957 -1.889 1.830 0.227
H 1.514 0.554 3.238 0.502
H 1.674 1.624 2.042 0.474
```

Summary:
total charge	+1
relative energy (zero: lowest compared OMol25 entry of this formula, charge and spin)	87.0	kcal/mol
HOMO-LUMO gap	10.4054	eV
HOMO	-14.111	eV



[7]
This record from OMol25 describes a cluster of 2 separate species, C4H11N2O in total. The level of theory is the ωB97M-V functional and the def2-TZVPD basis.

```
18
Properties=species:S:1:pos:R:3:nbo_charge:R:1
C -1.707 1.687 0.466 -0.125
C -1.060 0.755 -0.415 0.689
C 1.841 0.410 0.573 -0.618
C 1.320 0.758 -0.816 -0.226
N -1.487 -1.975 -0.074 -1.123
N -0.050 0.284 -1.014 -0.470
O -2.336 0.657 -0.361 -0.345
H -1.735 1.479 1.530 0.235
H -1.892 2.710 0.158 0.239
H 1.776 -0.658 0.754 0.224
H 2.883 0.704 0.646 0.249
H 1.285 0.936 1.344 0.212
H 1.936 0.284 -1.579 0.237
H 1.347 1.842 -0.967 0.226
H -1.661 -2.605 -0.853 0.377
H -0.918 -2.507 0.580 0.377
H -2.389 -1.851 0.375 0.379
H -0.197 -0.553 -1.581 0.462
```

Summary:
total charge	+1
relative energy (zero: lowest compared OMol25 entry of this formula, charge and spin)	67.9	kcal/mol
HOMO-LUMO gap	11.0994	eV
HOMO	-14.491	eV



[8]
This record from OMol25 describes the ion C4H11N2O with charge +1. The level of theory is the ωB97M-V functional and the def2-TZVPD basis.

```
18
Properties=species:S:1:pos:R:3:nbo_charge:R:1
N -1.062 0.043 -0.927 -0.733
C 0.111 0.366 0.177 -0.001
C 1.486 0.361 -0.407 -0.593
C 1.496 1.344 -1.475 0.455
O 0.529 1.901 -1.942 -0.530
C -0.217 -0.608 1.412 -0.269
N -1.458 -1.423 1.056 -0.872
H -1.052 0.840 -1.597 0.470
H -0.994 -0.881 -1.282 0.435
H -1.938 -0.002 -0.206 0.461
H -0.326 1.388 0.351 0.225
H 1.833 -0.729 -0.607 0.281
H 2.154 0.585 0.432 0.291
H 2.524 1.461 -1.954 0.152
H -0.162 0.043 2.382 0.232
H 0.646 -1.341 1.478 0.216
H -1.383 -2.399 1.634 0.418
H -2.188 -0.949 1.475 0.361
```

Summary:
total charge	+1
relative energy (zero: lowest compared OMol25 entry of this formula, charge and spin)	72.2	kcal/mol
structure (SMILES)	NC[C@H]([NH3+])CC=O
HOMO-LUMO gap	11.2070	eV
HOMO	-14.575	eV



[9]
This record from OMol25 describes a cluster of 2 separate species, C4H11N2O in total. The level of theory is the ωB97M-V functional and the def2-TZVPD basis.

```
18
Properties=species:S:1:pos:R:3:nbo_charge:R:1
C 3.948 -0.398 0.073 0.028
C -1.803 -0.027 -0.614 -0.032
C -0.410 -0.161 -0.004 0.316
C -2.953 -0.738 0.030 -0.616
N 3.026 0.461 0.256 -0.672
N -1.243 1.077 0.293 -0.605
O 0.639 -0.221 -0.709 -0.677
H 3.492 -1.395 -0.164 0.192
H 4.942 -0.115 0.003 0.190
H -1.843 0.234 -1.601 0.235
H -0.443 -0.712 0.993 0.164
H -2.658 -0.916 0.998 0.210
H -2.979 -1.688 -0.574 0.262
H -3.724 -0.007 -0.132 0.238
H 3.348 1.428 0.345 0.367
H -1.789 1.076 1.186 0.436
H -1.071 2.024 -0.097 0.449
H 1.519 0.077 -0.281 0.515
```

Summary:
total charge	+1
relative energy (zero: lowest compared OMol25 entry of this formula, charge and spin)	81.2	kcal/mol
HOMO-LUMO gap	11.4793	eV
HOMO	-14.341	eV



[10]
This record from OMol25 describes a cluster of 2 separate species, C4H11N2O in total. The level of theory is the ωB97M-V functional and the def2-TZVPD basis.

```
18
Properties=species:S:1:pos:R:3:nbo_charge:R:1
C -1.857 -1.048 0.412 0.159
C 2.000 0.119 0.014 0.622
C 3.345 -0.527 -0.027 -0.703
C -2.750 0.986 -0.506 -0.439
N 0.889 -0.420 -0.294 -0.826
N -2.450 0.067 0.551 -0.391
O 2.039 1.384 0.407 -0.649
H -1.542 -1.372 -0.570 0.235
H -1.659 -1.684 1.261 0.236
H 3.264 -1.609 -0.080 0.230
H 3.917 -0.243 0.853 0.253
H 3.885 -0.161 -0.898 0.255
H -2.324 0.636 -1.444 0.242
H -3.831 1.095 -0.607 0.248
H -2.341 1.966 -0.263 0.244
H 0.988 -1.375 -0.616 0.354
H -2.747 0.378 1.477 0.438
H 1.174 1.809 0.328 0.491
```

Summary:
total charge	+1
relative energy (zero: lowest compared OMol25 entry of this formula, charge and spin)	43.1	kcal/mol
HOMO-LUMO gap	9.1032	eV
HOMO	-13.734	eV



[11]
This record from OMol25 describes a cluster of 2 separate species, C4H11N2O in total. The level of theory is the ωB97M-V functional and the def2-TZVPD basis.

```
18
Properties=species:S:1:pos:R:3:nbo_charge:R:1
C 0.454 -1.084 -0.466 -0.223
C 0.598 -2.142 -1.270 0.060
N 1.757 -2.501 -1.909 -0.766
N -0.870 -0.708 0.074 -0.712
H 1.250 -0.469 -0.074 0.229
H -0.297 -2.713 -1.510 0.202
H 1.585 -3.019 -2.756 0.404
H 2.465 -1.788 -1.968 0.398
H -1.364 -0.115 -0.594 0.418
H -0.687 -0.149 0.994 0.469
H -1.502 -1.501 0.191 0.430
O 0.162 0.734 2.004 -0.571
C -0.171 1.911 1.980 0.490
C -0.741 2.637 0.808 -0.745
H -0.018 2.471 2.919 0.159
H -0.430 3.679 0.826 0.267
H -1.830 2.540 0.879 0.262
H -0.360 2.217 -0.129 0.229
```

Summary:
total charge	+1
relative energy (zero: lowest compared OMol25 entry of this formula, charge and spin)	47.4	kcal/mol
HOMO-LUMO gap	9.5731	eV
HOMO	-12.732	eV



[12]
This record from OMol25 describes the ion C4H11N2O with charge +1. The level of theory is the ωB97M-V functional and the def2-TZVPD basis.

```
18
Properties=species:S:1:pos:R:3:nbo_charge:R:1
O -1.648 0.887 1.079 -0.525
C -1.252 0.153 0.230 0.698
N -1.858 -0.306 -0.936 -0.686
C -1.710 -1.757 -1.320 -0.413
C 0.306 -0.164 0.192 -0.333
N 0.957 1.189 0.414 -0.506
C 2.307 0.990 1.158 -0.396
H -2.310 0.273 -1.624 0.427
H -2.555 -1.984 -1.950 0.242
H -1.799 -2.256 -0.345 0.217
H -0.746 -1.814 -1.858 0.193
H 0.705 -0.585 -0.718 0.237
H 0.445 -0.690 1.136 0.238
H 1.174 1.574 -0.502 0.440
H 0.394 1.722 1.082 0.464
H 2.685 1.944 1.530 0.248
H 2.021 0.369 2.011 0.228
H 2.885 0.455 0.418 0.228
```

Summary:
total charge	+1
relative energy (zero: lowest compared OMol25 entry of this formula, charge and spin)	57.9	kcal/mol
structure (SMILES)	CNC(=O)C[NH2+]C
HOMO-LUMO gap	10.0957	eV
HOMO	-13.509	eV